Record 1
Below is a gas-phase ion, C4H8ClN2 (charge +1) at a distorted geometry, with properties calculated with ωB97M-V/def2-TZVPD.

XYZ file:
```
15
Properties=species:S:1:pos:R:3:lowdin_charge:R:1
N 1.743 -0.814 -0.662 0.2397
C 0.719 -0.915 0.173 -0.2112
N 0.619 -1.563 1.246 0.1967
C -0.830 0.085 0.043 -0.6901
Cl -2.067 -0.821 0.803 0.8008
C -1.010 0.975 -1.086 -0.1346
C -0.632 1.589 0.267 -0.0745
H 1.749 -0.237 -1.482 0.1354
H 2.541 -1.362 -0.695 0.1135
H -0.251 -1.668 1.733 0.0655
H 1.322 -1.873 1.808 0.1177
H -2.082 1.190 -1.283 0.1335
H -0.563 1.095 -1.960 0.0629
H 0.280 2.094 0.456 0.0915
H -1.537 2.226 0.638 0.1532
```

Properties
Calculated total energy   -19771.51294 eV
HOMO level   -14.68 eV
SMILES   NC(=[NH2+])C1(Cl)CC1
Gap between HOMO and LUMO   11.28 eV
ΔE to the lowest compared entry with this formula, charge and spin   272.2 kJ/mol
Maximum force   5.5 eV Å⁻¹
Multiplicity   1
Charge   +1



Record 2
Below is a molecular structure, C46H119N9O14 at a distorted geometry, with properties calculated with ωB97M-V/def2-TZVPD.

XYZ file:
```
188
Properties=species:S:1:pos:R:3:lowdin_charge:R:1
C -6.747 0.708 -3.980 -0.1082
O -5.472 0.615 -3.304 -0.1843
C -5.296 1.542 -2.182 -0.1277
C -3.806 1.729 -1.880 -0.2384
N -3.499 2.076 -0.530 -0.1032
C -3.696 0.967 0.404 -0.0695
C -2.940 1.386 1.625 -0.2114
O -3.334 0.560 2.795 -0.2964
C -2.570 0.902 3.985 -0.0761
H -7.158 -0.301 -3.958 0.0762
H -6.732 1.079 -5.005 0.0804
H -7.543 1.184 -3.406 0.0768
H -5.963 1.389 -1.333 0.1145
H -5.732 2.479 -2.529 0.1086
H -3.444 2.541 -2.511 0.0983
H -3.224 0.882 -2.243 0.1020
H -2.624 2.535 -0.321 -0.0753
H -3.329 0.054 -0.064 0.0748
H -4.716 0.751 0.722 0.1423
H -3.114 2.444 1.822 0.1368
H -1.850 1.351 1.616 0.0974
H -3.186 0.548 4.812 0.0997
H -2.464 1.981 4.102 0.0982
H -1.645 0.326 3.963 0.0469
C 3.459 3.812 -5.216 -0.0948
O 2.611 4.013 -4.105 -0.2191
C 1.413 3.233 -4.163 -0.1645
C 0.999 2.759 -2.815 -0.2003
N -0.277 1.949 -2.736 -0.1499
C -1.606 2.689 -2.932 -0.1741
C -1.852 3.670 -1.865 -0.1971
O -3.227 4.163 -1.961 -0.2270
C -3.275 5.565 -2.258 -0.0401
H 3.604 2.743 -5.373 0.0888
H 4.403 4.330 -5.048 0.0901
H 3.034 4.296 -6.095 0.0858
H 1.396 2.372 -4.832 0.1161
H 0.703 3.987 -4.501 0.1279
H 1.223 3.490 -2.038 0.0848
H 1.754 1.990 -2.647 0.0762
H -0.186 1.444 -1.866 -0.1990
H -2.292 1.842 -2.919 0.0860
H -1.547 3.199 -3.893 0.1441
H -1.112 4.464 -1.767 0.1362
H -1.914 3.194 -0.887 0.0616
H -2.602 5.663 -3.110 0.0997
H -2.984 6.242 -1.454 0.0836
H -4.337 5.766 -2.402 0.0967
C -1.717 -1.332 5.166 -0.1549
O -0.723 -2.282 5.252 -0.1614
C 0.259 -2.261 4.255 -0.2167
C 1.386 -3.194 4.753 -0.1809
N 0.897 -4.550 4.726 -0.0584
C 1.636 -5.512 5.513 -0.2251
C 1.437 -5.416 7.006 -0.2415
O 1.470 -6.675 7.634 -0.1944
C 2.597 -7.513 7.302 -0.1070
H -1.293 -0.332 5.258 0.0685
H -2.480 -1.509 5.924 0.1090
H -2.193 -1.357 4.186 0.0439
H 0.655 -1.246 4.213 0.1294
H -0.099 -2.492 3.252 0.0407
H 1.539 -2.916 5.796 0.1152
H 2.319 -2.987 4.228 0.1123
H -0.031 -4.547 5.127 0.1056
H 2.716 -5.450 5.374 0.1178
H 1.387 -6.556 5.328 0.1110
H 0.477 -5.004 7.318 0.1310
H 2.227 -4.813 7.455 0.1157
H 2.455 -8.196 8.139 0.0881
H 3.582 -7.048 7.353 0.0892
H 2.520 -8.133 6.408 0.0779
C 5.258 -1.926 -0.548 -0.1319
O 4.518 -1.265 -1.491 -0.1570
C 3.213 -0.907 -1.042 -0.1978
C 2.605 -0.683 -2.403 -0.1539
N 1.195 -0.443 -2.446 -0.0847
C 0.593 -0.050 -3.698 -0.1534
C 0.160 -1.310 -4.488 -0.1565
O -0.827 -2.037 -3.732 -0.1874
C -1.820 -2.643 -4.446 -0.1351
H 6.275 -1.946 -0.939 0.1008
H 4.858 -2.938 -0.495 0.0679
H 5.284 -1.418 0.416 0.1047
H 3.347 0.075 -0.588 0.0392
H 2.665 -1.716 -0.558 0.0527
H 2.959 -1.537 -2.980 0.1285
H 3.098 0.136 -2.927 0.1284
H 0.843 -1.358 -2.202 0.1095
H 1.302 0.544 -4.275 0.1271
H -0.348 0.429 -3.429 0.0866
H 1.015 -1.919 -4.780 0.1150
H -0.203 -0.982 -5.462 0.1190
H -1.457 -3.454 -5.078 0.0955
H -2.574 -2.002 -4.901 0.0995
H -2.339 -3.155 -3.636 0.0684
C -2.727 3.780 0.580 -0.0916
O -2.027 2.576 0.724 -0.4383
C -0.778 2.815 1.414 -0.0751
C 0.489 3.317 0.552 -0.1097
N 0.360 4.700 0.072 -0.0372
C 1.484 5.317 -0.627 -0.1683
C 1.222 6.807 -0.715 -0.1618
O 0.518 7.118 -1.941 -0.2021
C -0.177 8.295 -1.880 -0.1556
H -2.737 4.437 1.449 0.1413
H -3.753 3.669 0.229 0.1465
H -2.218 4.233 -0.270 0.0674
H -0.485 1.810 1.717 0.0806
H -0.804 3.508 2.254 0.1543
H 0.627 2.741 -0.363 0.0743
H 1.299 3.144 1.261 0.1330
H -0.505 4.873 -0.421 0.0627
H 1.478 4.868 -1.620 0.0879
H 2.352 4.915 -0.106 0.0984
H 2.205 7.277 -0.696 0.1180
H 0.596 7.292 0.034 0.1150
H -0.414 8.681 -2.871 0.0914
H 0.583 9.037 -1.637 0.0861
H -0.999 8.230 -1.167 0.0892
C -3.490 -3.702 2.196 -0.0344
C -2.644 -2.513 1.509 -0.3086
C -3.109 -2.228 0.009 -0.1625
O -3.091 -3.300 -0.961 -0.1596
C -1.833 -3.973 -1.051 -0.0954
N -2.993 -1.449 2.455 0.0185
H -3.215 -4.739 2.004 0.0604
H -4.498 -3.531 1.819 0.0708
H -3.570 -3.663 3.282 0.0653
H -1.585 -2.769 1.533 0.0970
H -2.470 -1.456 -0.419 0.0617
H -4.093 -1.762 0.045 0.1252
H -1.780 -4.845 -0.399 0.0878
H -1.035 -3.363 -0.628 0.0641
H -1.519 -4.179 -2.074 0.0747
H -2.481 -0.613 2.212 0.0510
H -3.954 -1.274 2.712 0.1185
C -1.658 0.931 -1.607 -0.1311
C -0.548 0.899 -0.520 -0.1353
C -0.253 -0.498 -0.017 -0.0460
O 0.262 -0.519 1.311 -0.2688
C 0.696 -1.784 1.784 -0.0788
N 0.600 1.427 -1.244 -0.1100
H -1.975 1.968 -1.722 0.0272
H -2.572 0.462 -1.243 0.0769
H -1.347 0.514 -2.565 0.1241
H -0.927 1.623 0.201 0.0963
H 0.276 -1.039 -0.801 0.1253
H -1.203 -1.033 -0.021 0.0864
H 1.063 -2.548 1.099 0.0500
H -0.144 -2.243 2.306 0.0420
H 1.430 -1.520 2.545 0.1179
H 1.513 1.201 -0.876 0.1068
H 0.605 1.061 -2.186 0.0447
C 2.655 -3.236 0.296 -0.0994
C 2.115 -4.610 0.606 -0.4201
C 2.898 -5.681 -0.182 -0.1910
O 2.157 -6.882 -0.158 -0.1648
C 2.911 -7.957 -0.515 -0.1443
N 2.075 -4.833 1.982 0.0876
H 2.739 -3.104 -0.782 0.0919
H 3.630 -2.904 0.654 0.0901
H 1.886 -2.529 0.608 -0.0014
H 1.101 -4.672 0.211 0.1469
H 3.861 -5.859 0.298 0.1216
H 3.204 -5.247 -1.134 0.1259
H 3.339 -7.864 -1.513 0.0917
H 2.235 -8.795 -0.343 0.1009
H 3.799 -8.017 0.114 0.0844
H 3.004 -5.113 2.261 0.0915
H 1.624 -5.736 2.024 0.0883
C 3.254 2.959 -1.685 -0.0660
C 3.617 2.959 -0.216 -0.3212
C 3.374 1.578 0.514 -0.0785
O 1.947 1.550 0.685 -0.2929
C 1.461 0.619 1.599 -0.1706
N 5.001 3.532 0.011 0.0384
H 3.966 2.450 -2.335 0.1130
H 3.247 3.918 -2.203 0.0893
H 2.295 2.456 -1.811 0.0094
H 3.009 3.651 0.366 0.0834
H 3.711 1.546 1.550 0.1308
H 3.637 0.635 0.036 0.0449
H 1.532 -0.383 1.177 0.0567
H 0.403 0.845 1.732 0.0861
H 2.097 0.750 2.475 0.1238
H 5.097 3.825 0.973 0.0556
H 5.127 4.388 -0.510 0.0556
```

Properties
Calculated total energy   -91637.14263 eV
HOMO level   -6.23 eV
Gap between HOMO and LUMO   6.75 eV
ΔE to the lowest compared entry with this formula, charge and spin   6031.5 kJ/mol
Maximum force   19.2 eV Å⁻¹
Multiplicity   1



Record 3
Below is a single C5H7NO3 molecule at a distorted geometry, with properties calculated with ωB97M-V/def2-TZVPD.

XYZ file:
```
16
Properties=species:S:1:pos:R:3:lowdin_charge:R:1
C 1.577 -0.169 0.380 -0.0408
C 0.084 0.195 0.222 -0.4923
C 0.001 1.323 -0.833 -0.0314
N -0.379 0.713 1.571 0.0572
O -1.459 1.314 1.515 0.0230
C -0.732 -1.042 -0.130 -0.2743
O -0.491 -2.239 0.539 0.0253
C -1.769 -1.062 -0.918 -0.0903
O -2.706 -1.053 -1.629 0.1872
H 2.190 0.726 0.539 0.0900
H 1.957 -0.677 -0.515 0.0994
H 1.759 -0.829 1.237 0.0768
H -1.010 1.454 -1.236 0.0820
H 0.300 2.291 -0.412 0.0910
H 0.664 1.119 -1.683 0.0948
H 0.014 -2.063 1.352 0.1024
```

Properties
Calculated total energy   -12926.95524 eV
HOMO level (spin up / spin down)   -8.56 / -8.56 eV
SMILES   CC(C)(N=O)C(O)=C=O
Gap between HOMO and LUMO (spin up / spin down)   7.78 / 7.78 eV
ΔE to the lowest compared entry with this formula, charge and spin   504.5 kJ/mol
Maximum force   3.4 eV Å⁻¹
Multiplicity   1



> Among the records above, which one has the lowest calculated total energy?

C46H119N9O14